Entry 1:
{"formula": "C4H8O2", "method": "the ωB97M-V functional and the def2-TZVPD basis", "symbols": ["C", "C", "O", "C", "C", "O", "H", "H", "H", "H", "H", "H", "H", "H"], "coordinates": [[-1.49192, 0.51543, -1.02294], [-1.15343, 0.00095, 0.35324], [-0.59501, -1.30543, 0.44094], [0.20380, -0.19943, 0.86676], [1.45769, 0.10476, 0.08737], [2.56880, -0.62416, 0.57176], [-0.66612, 0.39622, -1.72840], [-1.75900, 1.57636, -0.97531], [-2.35399, -0.03313, -1.41610], [-1.91987, 0.20368, 1.10519], [0.35028, -0.16111, 1.94841], [1.71891, 1.16183, 0.21444], [1.28646, -0.07035, -0.98441], [2.35339, -1.56562, 0.53904]], "forces_ev_per_angstrom": [[0.0410, -0.0017, -0.0323], [-0.1634, 0.2429, -0.0551], [0.0472, -0.1808, -0.0274], [0.2250, 0.2351, 0.1211], [-0.2557, 0.1849, -0.1290], [0.0076, -0.2832, -0.0002], [-0.1295, -0.0050, 0.1264], [0.0369, -0.1324, 0.0086], [0.0921, 0.0819, 0.0579], [0.0810, -0.1212, -0.1135], [-0.0385, 0.0178, -0.1318], [-0.0709, -0.1420, 0.0087], [0.0886, -0.0541, 0.2045], [0.0387, 0.1580, -0.0378]], "mulliken_charge": [-1.25, 0.25, -0.45, -0.07, -0.53, -0.52, 0.33, 0.30, 0.31, 0.40, 0.36, 0.25, 0.31, 0.30], "total_energy_ha": -307.640654, "charge": 0, "e_above_lowest_kj_mol": 188.4, "smiles": "C[C@H]1O[C@H]1CO", "spin_multiplicity": 1, "orbital_gap_ha": 0.417}


Entry 2:
{"formula": "C33H73N5O6", "method": "the ωB97M-V functional and the def2-TZVPD basis", "symbols": ["N", "O", "O", "O", "C", "C", "C", "N", "C", "C", "C", "C", "C", "H", "H", "H", "H", "H", "H", "H", "H", "H", "H", "H", "H", "H", "H", "H", "H", "H", "H", "C", "C", "C", "N", "C", "C", "C", "C", "C", "H", "H", "H", "H", "H", "H", "H", "H", "H", "H", "H", "H", "H", "H", "H", "H", "H", "H", "C", "C", "C", "N", "C", "C", "C", "C", "C", "H", "H", "H", "H", "H", "H", "H", "H", "H", "H", "H", "H", "H", "H", "H", "H", "H", "H", "C", "C", "C", "N", "C", "C", "C", "C", "C", "H", "H", "H", "H", "H", "H", "H", "H", "H", "H", "H", "H", "H", "H", "H", "H", "H", "H", "O", "C", "O", "O", "H"], "coordinates": [[-2.21940, 1.03380, 1.77904], [-1.96610, 1.34132, 2.97867], [-1.47755, 0.33530, 1.11736], [-3.20830, 1.47724, 1.16570], [-4.69000, -3.85206, 4.23047], [-3.76706, -4.87252, 4.71782], [-2.65620, -4.09043, 5.45136], [-1.43676, -4.92715, 5.81663], [-0.63219, -5.48377, 4.62210], [-1.75799, -6.15508, 6.74198], [-1.10404, -5.72933, 8.09283], [-1.02142, -4.16457, 8.10376], [-0.61554, -3.92109, 6.61430], [-4.20798, -3.10385, 3.60124], [-5.03319, -3.17773, 5.01508], [-5.58806, -4.19229, 3.71488], [-3.33265, -5.50233, 3.94146], [-4.40486, -5.40203, 5.42558], [-3.02984, -3.64564, 6.37367], [-2.27659, -3.39945, 4.69867], [-0.25129, -4.65281, 4.02837], [-1.30498, -6.15778, 4.09184], [0.28642, -5.94924, 4.97928], [-1.31907, -7.04375, 6.28842], [-2.83892, -6.22917, 6.86110], [-0.14894, -6.23947, 8.21783], [-1.70951, -6.07974, 8.92872], [-0.26145, -3.62979, 8.67345], [-1.87299, -3.59000, 8.46819], [0.43211, -4.17765, 6.45712], [-0.82470, -2.87228, 6.40368], [-2.29204, 0.12784, -7.14264], [-1.80030, -1.17340, -6.35531], [-2.89194, -1.91821, -5.46928], [-2.39767, -3.14314, -4.68319], [-3.50542, -3.56007, -3.70083], [-1.95052, -4.30950, -5.56312], [-0.44773, -4.35309, -5.53432], [0.06265, -3.22930, -4.69883], [-1.15196, -2.75457, -3.89490], [-2.12990, 0.03122, -8.21618], [-1.78476, 1.06558, -6.91593], [-3.34981, 0.25736, -6.91365], [-1.16499, -0.71473, -5.59761], [-1.22940, -1.90489, -6.92722], [-3.80365, -2.14262, -6.02293], [-3.02461, -1.29178, -4.58720], [-3.77901, -2.67945, -3.11966], [-3.13995, -4.38195, -3.08517], [-4.39379, -3.89503, -4.23627], [-2.34362, -5.23204, -5.13593], [-2.38298, -4.22915, -6.56043], [0.00488, -5.29768, -5.23267], [0.02239, -4.26838, -6.51407], [0.84113, -3.44908, -3.96824], [0.35346, -2.36732, -5.29928], [-1.15699, -3.28876, -2.94479], [-1.18980, -1.68042, -3.71360], [10.43422, -2.11519, 0.07359], [9.20035, -2.40081, 0.83137], [7.85404, -1.59829, 0.37670], [6.57236, -2.19643, 1.16137], [6.47608, -3.72432, 0.96012], [5.21768, -1.55166, 0.75809], [5.26406, -0.10670, 1.43617], [5.76639, -0.43164, 2.80723], [6.44386, -1.76300, 2.66274], [10.81335, -1.09424, 0.02860], [10.40872, -2.45989, -0.96014], [11.22040, -2.52187, 0.70969], [9.33442, -2.34832, 1.91181], [9.14190, -3.46689, 0.61198], [7.69831, -1.53500, -0.70025], [7.90133, -0.57322, 0.74426], [5.65285, -4.20640, 1.48737], [7.40940, -4.07658, 1.39933], [6.42544, -3.76920, -0.12779], [4.42067, -2.17602, 1.16188], [4.97700, -1.50038, -0.30376], [4.29177, 0.34743, 1.62727], [5.96188, 0.56780, 0.93997], [5.02914, -0.53623, 3.60324], [6.41044, 0.40249, 3.08567], [5.84713, -2.55135, 3.12154], [7.45329, -1.78028, 3.07367], [-1.60265, 7.73668, 1.45940], [-1.99463, 8.15199, 0.01801], [-1.67906, 7.13142, -1.08751], [-1.42748, 7.62500, -2.56327], [-1.52544, 6.39296, -3.54837], [-0.06740, 8.18213, -2.79999], [-0.34553, 9.67633, -3.00551], [-1.72419, 9.88450, -3.62644], [-2.47651, 8.70231, -3.01105], [-2.01658, 8.41547, 2.20505], [-0.52282, 7.86659, 1.53138], [-1.88074, 6.73676, 1.79247], [-1.53942, 9.09489, -0.28500], [-3.03341, 8.47913, -0.02716], [-2.58774, 6.53844, -1.19133], [-0.85171, 6.45025, -0.88850], [-1.61997, 6.88355, -4.51712], [-2.48333, 5.93960, -3.29344], [-0.73277, 5.73720, -3.18814], [0.47728, 7.83478, -3.67792], [0.56873, 7.87860, -1.96853], [0.47788, 10.19628, -3.49514], [-0.41326, 10.03704, -1.97915], [-1.69188, 9.66448, -4.69351], [-2.16198, 10.86969, -3.46569], [-3.11774, 8.25138, -3.76841], [-3.15883, 8.94561, -2.19660], [-7.75472, 4.87302, -0.35266], [-8.34608, 4.79830, -1.54044], [-9.51940, 5.19484, -1.68727], [-7.61743, 4.44276, -2.51665], [-6.99279, 4.39012, -0.68110]], "forces_ev_per_angstrom": [[-1.3631, 1.7550, 0.1322], [-0.2250, -0.4446, -0.6760], [2.5986, -2.1724, -0.5114], [-0.6963, 0.5681, 0.9790], [-1.1984, 2.5505, -1.3720], [0.6037, -0.1951, 1.6512], [-0.2687, -1.8779, -1.4995], [0.5767, -0.0711, -0.1486], [-0.5918, 1.1802, 0.7138], [0.5493, 2.0067, 0.8284], [-0.5916, 0.1325, 0.7738], [1.1692, -0.4734, -1.4246], [-0.3392, -0.4751, 1.6077], [0.1384, -0.2212, -0.5980], [-0.2139, -0.3734, 0.5064], [0.1975, -0.2666, 0.0335], [-0.2989, -0.1222, 0.0297], [0.6101, -0.9073, 0.0584], [0.1768, 0.1866, -0.2342], [-0.0071, 0.5302, 0.5055], [-0.6121, 0.1014, -0.2583], [0.4455, 0.0890, -0.1316], [-0.4283, -0.4187, 0.3665], [-0.2221, 0.1381, 0.1579], [0.1562, -0.0588, -0.3432], [0.2245, 0.4320, -0.1059], [-0.0824, -0.0873, -0.0865], [0.5638, -0.9341, 0.3728], [-0.7178, -0.5842, -0.6359], [-0.0165, 0.1803, 0.1444], [0.0404, -0.3070, -0.8902], [-0.3467, -1.4062, -0.0526], [-0.3870, 0.7691, 1.1654], [1.1891, 0.9482, 0.1108], [0.0097, -0.5825, -0.2448], [0.2722, 0.2891, -0.7188], [-0.6617, -0.5185, 0.2257], [1.7776, -0.8237, -1.2113], [-0.6316, 1.9746, 0.9928], [-0.0338, -0.3045, 0.2430], [-0.4088, -0.3355, 0.0120], [0.1988, -0.3719, 0.6720], [-0.0395, 0.2136, -0.3508], [0.5650, -0.4599, -0.1085], [-0.0624, 0.2995, -0.3257], [0.0195, -0.2073, 0.3009], [-0.9797, 0.5952, -0.5902], [0.1780, -0.1658, 0.1432], [0.0937, 0.2388, -0.0197], [0.1980, 0.0689, -0.2460], [-0.1928, 0.1747, 0.1025], [0.0159, 0.3135, 0.1217], [-0.6745, -0.2247, 0.4995], [-0.4806, 0.2157, -0.3486], [0.1448, -0.2149, -0.3885], [0.4349, -0.2957, -0.1058], [-0.4139, 0.1085, -0.0028], [0.0398, -0.1763, 0.1596], [1.7378, 1.6287, -0.0240], [-2.5601, -0.0162, -0.5333], [0.5874, -1.1262, 2.3635], [-1.8930, 0.7888, -0.1791], [1.1228, 1.8114, 0.2574], [0.0823, 1.8473, -0.4092], [-1.1136, -1.6543, -0.3428], [0.9292, 0.4328, 0.5403], [2.1563, -1.3054, -0.0210], [-0.6765, 0.4969, -0.0095], [0.1939, -0.3961, 0.2628], [0.2863, -0.7853, -0.6929], [-0.0551, 0.4322, -0.0300], [-0.9089, -0.0984, 0.1904], [-0.3369, -0.5954, 0.1079], [0.1503, -0.0602, 0.0094], [-0.2046, 0.5497, -0.1949], [-0.1986, -0.4596, -0.4904], [0.0619, -0.8250, 0.1825], [0.2098, 0.0544, 0.4579], [0.8152, -0.1654, -0.2094], [-0.1055, 0.0515, -1.0865], [-0.3781, -0.0902, -0.2754], [-0.2949, 0.2083, -0.3467], [0.3411, -0.4087, 0.4406], [0.1833, -0.0433, -0.0759], [-0.0867, -0.2067, 0.1267], [0.5189, 0.5212, -0.4781], [0.0701, 0.7922, -0.4069], [-0.9190, -0.4468, -0.7796], [-1.0308, -0.7717, -0.6461], [-1.4546, 1.5163, 2.5271], [0.2014, 1.2847, -0.3093], [0.8418, 0.7496, 1.4827], [0.7128, -1.7170, -0.1578], [-0.6651, -0.4108, -0.0605], [-0.1972, 0.1349, -0.2809], [0.1167, -0.3471, 0.1932], [-0.0586, -0.0753, -0.4887], [0.7177, 0.1501, 0.5014], [-0.3165, -0.7151, 0.0040], [0.1728, -0.3373, -0.1064], [0.0645, 0.2064, 0.2098], [0.8472, -0.7713, -0.1649], [0.0072, -0.2060, -0.2685], [0.1856, 0.0158, -1.0599], [-0.7750, -0.7071, -0.2593], [-0.0765, 0.5795, 0.2158], [-0.1033, -0.0542, -0.0159], [0.1225, 0.6415, 0.0022], [0.1060, 0.4525, -0.1588], [0.0617, -0.2476, 0.1772], [0.0744, -0.2716, 0.1620], [0.4866, -0.0327, 0.2449], [0.8181, -0.5088, 1.5326], [-3.1203, 1.6871, -4.1684], [0.2355, -0.2713, 1.1461], [1.0773, -0.7318, 0.5729], [1.2309, -0.1559, 0.8396]], "mulliken_charge": [0.92, -0.65, -0.67, -0.60, -1.60, 0.22, -1.10, 0.30, -1.19, -0.37, -0.57, -0.67, -0.50, 0.44, 0.37, 0.37, 0.20, 0.27, 0.41, 0.46, 0.36, 0.42, 0.48, 0.35, 0.20, 0.27, 0.40, 0.41, 0.34, 0.40, 0.30, -1.24, -0.10, -1.02, 0.15, -1.03, -0.59, -0.59, -0.45, -0.68, 0.31, 0.32, 0.39, 0.14, 0.42, 0.45, 0.46, 0.40, 0.46, 0.40, 0.37, 0.28, 0.33, 0.35, 0.40, 0.25, 0.48, 0.34, -1.49, -0.31, -0.43, 0.14, -1.05, -0.64, -0.64, -0.48, -0.52, 0.37, 0.36, 0.38, 0.35, 0.25, 0.39, 0.36, 0.39, 0.41, 0.38, 0.39, 0.37, 0.37, 0.35, 0.34, 0.29, 0.40, 0.27, -1.39, -0.30, -0.75, 0.24, -1.15, -0.56, -0.58, -0.46, -0.57, 0.38, 0.34, 0.37, 0.20, 0.42, 0.46, 0.41, 0.47, 0.45, 0.40, 0.42, 0.25, 0.43, 0.25, 0.31, 0.33, 0.33, 0.27, -0.46, 0.67, -0.73, -0.79, 0.30], "total_energy_ha": -2025.413863, "charge": 2, "e_above_lowest_kj_mol": 550.5, "spin_multiplicity": 1, "orbital_gap_ha": 0.097}


Number 1: lowest unoccupied orbital energy 1.0 eV. Number 2: lowest unoccupied orbital energy -4.3 eV.